[1]
Computed, not measured: C3H6FO2S as an isolated structure, with ωB97M-V with the def2-TZVPD basis set.

The geometry in XYZ format:
```
13
C3H6FO2S ωB97M-V with the def2-TZVPD basis set
S -1.84 0.04 0.04
F -3.55 -1.09 -0.48
O -0.60 0.45 1.30
O -2.18 1.27 -0.71
C 0.17 0.07 0.27
C 1.01 1.21 -0.30
C 0.69 -1.30 0.27
H 1.16 1.82 0.61
H 0.53 1.79 -1.14
H 1.07 -1.65 -0.77
H -0.14 -1.87 0.77
H 1.69 -1.53 0.79
H 2.00 0.79 -0.66
```

ΔE to the lowest compared entry with this formula, charge and spin: 179.8 kJ/mol
total charge: -1
frontier orbital gap: 0.275 Eh

[2]
Computed, not measured: an isolated ion of composition C11H22NSi and charge +1, with ωB97M-V with the def2-TZVPD basis set.

The geometry in XYZ format:
```
35
C11H22NSi ωB97M-V with the def2-TZVPD basis set
Si 2.05 -0.43 0.08
N -2.07 0.43 -0.02
C -0.09 1.70 0.26
C 3.05 1.14 0.71
C -1.58 1.65 0.68
C -3.10 -0.35 0.58
C 2.31 -1.81 1.36
C -2.84 -1.80 0.06
C 0.24 0.19 0.12
C 0.21 2.46 -1.05
C 2.05 -0.91 -1.75
C -0.91 -0.48 -0.13
C -1.30 -1.89 -0.39
H 1.01 -0.93 -2.23
H -1.55 1.38 1.74
H 1.34 -2.29 1.41
H 0.57 2.18 0.98
H -0.78 -2.50 0.19
H 2.56 1.97 0.20
H 3.11 -2.55 1.36
H 2.51 -1.85 -2.26
H -0.33 3.38 -1.03
H 2.47 -0.09 -2.43
H -1.10 -2.24 -1.38
H -3.00 -0.46 1.69
H -3.53 -2.01 -0.71
H -2.59 0.74 -0.93
H 1.25 2.56 -1.01
H 4.07 1.02 0.36
H -4.09 0.06 0.34
H -2.29 2.39 0.52
H -0.04 1.89 -2.00
H 3.13 1.30 1.84
H 2.52 -1.22 2.18
H -3.24 -2.62 0.65
```

2S+1: 3
expectation value of S²: 2.007
total charge: +1
frontier orbital gap (spin up / spin down): 0.242 / 0.260 Eh

[3]
Computed, not measured: a 2-piece molecular cluster, C2H7NO2 overall, with ωB97M-V with the def2-TZVPD basis set.

The geometry in XYZ format:
```
12
C2H7NO2 ωB97M-V with the def2-TZVPD basis set
O -1.50 -0.89 0.69
O -1.27 -1.78 -0.26
N -0.17 0.73 -0.17
C 0.54 -0.12 -1.04
C 0.52 1.09 1.00
H -0.09 0.86 1.93
H 1.49 0.63 1.19
H 0.45 0.31 -2.13
H 1.58 -0.29 -0.71
H 0.05 -1.14 -0.86
H -2.03 -1.49 -0.77
H 0.43 2.11 1.14
```

ΔE to the lowest compared entry with this formula, charge and spin: 777.6 kJ/mol
total charge: 0
frontier orbital gap (spin up / spin down): 0.359 / 0.314 Eh

[4]
Computed, not measured: C8H13NO2SSi in the gas phase, with ωB97M-V with the def2-TZVPD basis set.

The geometry in XYZ format:
```
26
C8H13NO2SSi ωB97M-V with the def2-TZVPD basis set
S -0.08 1.36 0.21
Si -0.68 0.55 -2.07
O 0.22 2.65 0.69
O 0.60 1.13 -1.12
N -1.56 1.00 -0.06
C 2.58 -1.38 1.52
C 0.09 -0.36 2.35
C 1.96 -1.85 2.65
C 0.76 0.03 1.12
C -1.04 -1.19 -1.58
C 0.73 -1.36 3.08
C 1.88 -0.44 0.63
C -1.86 1.98 -2.60
H -1.27 -1.71 -2.52
H 3.58 -1.71 1.18
H 2.51 -2.44 3.30
H -2.84 1.54 -2.95
H 0.34 -1.79 3.99
H 0.19 0.15 -3.20
H -0.90 0.19 2.51
H -2.25 1.55 0.33
H 2.31 0.08 -0.25
H -1.77 -1.49 -0.85
H -1.35 2.36 -3.52
H -2.02 2.71 -1.65
H -0.11 -1.57 -1.19
```

ΔE to the lowest compared entry with this formula, charge and spin: 43.0 kJ/mol
total charge: 0
frontier orbital gap: 0.376 Eh

[5]
Computed, not measured: C17H29HgN3NbOS as an isolated structure, with ωB97M-V with the def2-TZVPD basis set.

The geometry in XYZ format:
```
53
C17H29HgN3NbOS ωB97M-V with the def2-TZVPD basis set
Hg 1.26 1.43 -3.52
Nb 0.26 0.43 -0.36
S -0.47 1.04 1.77
O 4.05 -0.90 1.30
N 2.13 -0.10 0.11
N 0.27 2.17 -1.49
N -0.47 -1.27 -1.14
C 0.91 -3.20 -1.67
C 0.25 4.10 0.08
C 0.81 3.53 -1.22
C 2.33 3.45 -1.11
C 0.15 -2.82 0.68
C -2.23 -1.77 4.15
C -1.50 -3.50 -1.04
C -0.23 -2.69 -0.78
C 3.11 -0.51 0.71
C -1.12 -1.11 -2.45
C -1.14 -2.51 4.63
C -2.01 -0.67 3.32
C -1.22 2.15 -1.66
C 0.40 -1.00 3.51
C -0.70 -0.32 2.97
C 0.40 4.46 -2.36
C 0.17 -2.12 4.32
H 1.01 -2.69 4.70
H -2.22 -1.00 -2.37
H -1.72 -3.59 -2.11
H 0.73 5.07 0.27
H 0.78 5.48 -2.16
H -2.83 -0.08 2.91
H 2.78 3.12 -2.06
H 2.72 4.46 -0.89
H 2.64 2.76 -0.32
H -0.91 -2.01 -3.05
H 1.82 -2.62 -1.49
H -0.83 4.26 0.02
H 0.82 4.14 -3.32
H -1.32 -3.37 5.28
H 1.10 -4.25 -1.43
H -0.69 4.53 -2.46
H -2.36 -3.04 -0.53
H 1.09 -2.29 0.92
H -0.71 -0.26 -3.03
H -1.65 1.24 -1.16
H -1.49 2.08 -2.73
H 1.41 -0.67 3.27
H -1.37 -4.51 -0.64
H 0.64 -3.12 -2.73
H -3.25 -2.05 4.42
H -1.68 3.06 -1.24
H 0.44 3.44 0.94
H -0.65 -2.46 1.34
H 0.31 -3.89 0.91
```

ΔE to the lowest compared entry with this formula, charge and spin: 0.0 kJ/mol
2S+1: 2
expectation value of S²: 0.760
total charge: +2
frontier orbital gap (spin up / spin down): 0.238 / 0.178 Eh

[6]
Computed, not measured: a 14-piece molecular cluster, C5H40N2O14 overall, with ωB97M-V with the def2-TZVPD basis set.

The geometry in XYZ format:
```
61
C5H40N2O14 ωB97M-V with the def2-TZVPD basis set
O -1.58 0.14 3.57
O 2.50 3.20 -0.34
O -0.17 2.34 4.06
O 0.95 -1.98 -2.30
O -4.58 1.70 0.33
O 4.66 1.67 0.62
O -2.51 -3.46 0.92
O 3.20 1.29 -2.11
O -1.95 1.91 -0.25
O 0.03 2.46 -2.00
O -1.75 4.40 1.21
O -1.38 -0.25 -4.55
O 1.58 0.12 -3.67
O 0.74 -3.28 2.69
N 2.35 -1.66 0.47
N -0.95 -1.14 -0.60
C -2.34 -3.20 -0.47
C 1.16 -0.80 0.51
C 1.21 0.00 1.79
C -2.27 -1.71 -0.91
C -0.11 -1.68 0.48
H -1.06 -1.02 -4.06
H -1.10 2.56 4.17
H -1.04 -0.12 -0.55
H -1.64 2.13 -1.15
H 1.86 -0.41 2.57
H -2.85 1.56 -0.38
H -1.54 0.43 -3.88
H 2.51 0.79 -2.68
H -4.13 2.05 1.10
H 3.08 2.66 -0.92
H 3.20 -1.15 0.42
H 1.22 -0.72 -3.22
H 0.55 2.05 -2.69
H 1.71 1.00 1.78
H 0.13 -2.74 0.27
H 0.27 0.35 2.23
H 0.63 2.57 -1.25
H 3.99 1.18 -2.64
H -1.39 -3.69 -0.72
H -3.44 -3.39 1.13
H 1.68 -2.15 -1.67
H 4.47 0.78 0.36
H 2.37 -2.37 1.19
H -2.31 -1.75 -2.02
H 4.77 2.29 -0.09
H -3.13 -1.16 -0.52
H -1.54 -0.81 3.47
H -0.05 -3.84 2.81
H -5.01 0.86 0.50
H -2.32 3.60 1.20
H -3.18 -3.67 -1.03
H 1.19 -3.51 3.53
H 0.21 -1.56 -1.75
H 1.78 -0.17 -4.56
H 0.23 1.93 4.82
H -0.90 0.49 2.97
H 2.76 2.76 0.48
H -1.40 4.10 0.35
H 1.19 -0.27 -0.45
H -0.57 -1.72 1.45
```

ΔE to the lowest compared entry with this formula, charge and spin: 460.0 kJ/mol
total charge: 0
frontier orbital gap: 0.346 Eh

[7]
Computed, not measured: C26H31ClGeN6O8SW as an isolated structure, with ωB97M-V with the def2-TZVPD basis set.

The geometry in XYZ format:
```
75
C26H31ClGeN6O8SW ωB97M-V with the def2-TZVPD basis set
W 0.15 -1.60 -0.87
Ge -0.15 -1.80 -4.46
Cl 0.35 -4.66 -0.96
S -0.09 -1.06 2.91
O 1.35 -0.95 2.78
O -0.64 -2.10 3.72
O 1.62 -4.93 -1.57
O 0.54 -3.57 0.07
O 0.69 5.27 0.37
O -0.18 -5.80 -0.29
O -0.57 -4.10 -1.91
O 4.83 1.00 3.25
N -0.09 0.54 -0.83
N -2.95 -1.46 1.89
N 1.98 -0.89 -0.21
N -0.64 -1.12 1.39
N -1.98 -1.83 -0.25
N -2.11 4.24 4.64
C 3.22 0.95 0.67
C -4.28 -2.23 0.05
C -2.31 1.83 4.63
C -1.84 0.59 4.23
C 2.97 -1.72 0.17
C 2.10 0.44 0.04
C -0.31 3.28 -0.48
C 4.22 0.09 1.11
C -0.86 -0.06 -5.03
C -1.37 2.54 -0.99
C 0.04 1.64 3.17
C 0.86 2.62 -0.18
C -4.11 -1.84 1.37
C 0.94 1.25 -0.35
C -3.16 -2.21 -0.74
C -1.64 -3.07 -4.58
C -1.23 1.18 -1.15
C -1.90 -1.48 1.07
C -1.61 2.99 4.29
C 1.29 -2.32 -5.69
C 5.33 0.61 1.98
C -0.46 4.76 -0.28
C -0.67 0.49 3.50
C 0.62 -1.46 -2.71
C 4.08 -1.26 0.84
C -0.43 2.88 3.55
H -1.42 4.97 4.71
H 0.12 3.78 3.29
H -4.96 -1.83 2.05
H 4.84 -1.97 1.16
H -0.14 0.74 -4.84
H -1.79 -3.34 -5.62
H -2.56 -2.60 -4.22
H 2.07 -1.57 -5.68
H 2.82 -2.76 -0.05
H 0.61 6.22 0.45
H 5.77 1.51 1.55
H -0.59 5.24 -1.26
H -1.36 4.94 0.31
H 3.29 2.01 0.88
H 0.91 -2.43 -6.71
H -3.16 -2.51 -1.78
H -2.74 4.24 5.43
H -2.02 0.56 -1.55
H 0.97 1.55 2.62
H 1.41 -0.70 -2.92
H 6.12 -0.14 2.07
H 1.72 -3.28 -5.38
H -1.09 -0.05 -6.10
H -5.24 -2.54 -0.33
H -2.31 3.01 -1.25
H -1.78 0.17 -4.48
H 1.70 3.18 0.22
H -2.38 -0.32 4.48
H -1.45 -3.97 -4.00
H -3.22 1.90 5.20
H 4.26 0.31 3.59
```

ΔE to the lowest compared entry with this formula, charge and spin: 28.6 kJ/mol
2S+1: 3
expectation value of S²: 2.065
total charge: 0
frontier orbital gap (spin up / spin down): 0.206 / 0.258 Eh

[8]
Computed, not measured: C28H23IrN5O4 as an isolated structure, with ωB97M-V with the def2-TZVPD basis set.

The geometry in XYZ format:
```
61
C28H23IrN5O4 ωB97M-V with the def2-TZVPD basis set
Ir -0.54 0.67 0.29
O -5.17 4.73 2.56
O 4.94 -3.33 1.53
O -3.56 6.23 2.03
O 1.99 -3.77 -4.38
N -1.59 1.99 0.84
N 0.95 1.86 -0.22
N -0.20 -0.31 -1.46
N 0.86 -0.55 1.12
N -1.85 -0.73 0.70
C 2.21 -2.42 0.52
C -4.22 -1.93 1.57
C 1.29 -1.43 0.17
C -3.59 2.57 1.72
C -2.76 1.57 1.28
C 2.38 4.24 -0.60
C -3.13 3.93 1.65
C 2.94 3.01 -0.93
C 2.70 -2.51 1.83
C 0.62 -1.92 -3.59
C 1.05 -2.77 -4.76
C -2.91 0.06 1.21
C -4.02 5.05 2.11
C 1.16 -2.08 -2.30
C -0.71 -0.16 -2.70
C 1.34 -0.64 2.38
C 2.19 1.86 -0.73
C -4.09 -0.54 1.64
C 0.37 3.12 0.13
C 3.70 -3.57 2.19
C -1.83 4.22 1.13
C -1.04 3.18 0.72
C 0.74 -1.28 -1.24
C 2.25 -1.60 2.78
C -2.02 -2.06 0.65
C -3.17 -2.70 1.07
C -0.34 -0.93 -3.78
C 1.09 4.30 -0.06
H -5.14 -2.41 1.91
H -1.45 0.62 -2.79
H 1.92 -2.85 -2.16
H 0.95 0.09 3.07
H 1.52 -2.14 -5.52
H 0.67 5.26 0.20
H -1.50 5.25 1.09
H -4.58 2.38 2.11
H 0.48 -0.61 -0.25
H 2.57 -3.14 -0.21
H -1.18 -2.62 0.26
H 5.00 -2.37 1.36
H -0.79 -0.76 -4.75
H 2.58 0.88 -0.98
H -4.91 0.05 2.03
H -3.26 -3.78 1.01
H 2.95 5.15 -0.75
H 2.21 -4.26 -5.18
H 3.90 -3.59 3.27
H 3.94 2.94 -1.35
H 2.60 -1.62 3.81
H 0.18 -3.27 -5.19
H 3.34 -4.56 1.91
```

ΔE to the lowest compared entry with this formula, charge and spin: 0.0 kJ/mol
total charge: +1
frontier orbital gap (spin up / spin down): 0.134 / 0.131 Eh

[9]
Computed, not measured: C4H11N2S as an isolated structure, with ωB97M-V with the def2-TZVPD basis set.

The geometry in XYZ format:
```
18
C4H11N2S ωB97M-V with the def2-TZVPD basis set
S -2.25 -1.49 -0.39
N 0.31 -0.83 0.37
N -1.04 1.20 -0.19
C 0.23 1.18 -0.97
C 0.69 -0.30 -0.97
C -1.06 -0.58 0.54
C 1.25 -0.47 1.39
H 2.11 -0.02 1.10
H -0.98 1.68 0.73
H -1.34 -1.87 -1.31
H 0.05 1.46 -1.94
H -1.25 -0.46 1.56
H 0.74 0.19 2.09
H 0.10 -0.95 -1.68
H -1.80 1.49 -0.78
H 0.93 1.76 -0.49
H 1.62 -1.46 1.98
H 1.72 -0.52 -1.04
```

ΔE to the lowest compared entry with this formula, charge and spin: 193.4 kJ/mol
total charge: +1
frontier orbital gap: 0.388 Eh

[10]
Computed, not measured: a 2-piece molecular cluster, C5H14NO2 overall, with ωB97M-V with the def2-TZVPD basis set.

The geometry in XYZ format:
```
22
C5H14NO2 ωB97M-V with the def2-TZVPD basis set
O -0.46 -1.30 -1.62
O -2.71 -1.25 -0.65
N -0.58 -0.44 2.24
C 0.55 -0.86 1.38
C 1.48 0.36 1.19
C -0.16 1.07 -0.87
C 0.02 -0.08 -1.95
C 1.09 1.28 -0.01
H -0.99 -1.31 2.59
H 1.10 -0.07 -2.21
H -1.01 0.81 -0.23
H -0.39 1.98 -1.40
H -1.65 -1.45 -1.01
H 1.92 1.34 -0.73
H -0.47 0.27 -2.90
H 2.52 0.11 1.01
H -3.10 -0.68 -1.31
H 1.53 0.93 2.12
H 0.31 -1.30 0.41
H 1.16 2.33 0.34
H -1.35 -0.18 1.62
H 1.17 -1.54 1.98
```

ΔE to the lowest compared entry with this formula, charge and spin: 61.9 kJ/mol
total charge: -1
frontier orbital gap: 0.284 Eh

[11]
Computed, not measured: a 2-piece molecular cluster, C3H5P overall, with ωB97M-V with the def2-TZVPD basis set.

The geometry in XYZ format:
```
9
C3H5P ωB97M-V with the def2-TZVPD basis set
P 2.78 -0.07 0.04
C -1.27 -0.87 0.72
C -0.32 -1.43 -0.34
C -0.25 0.04 0.22
H 0.46 -2.20 0.07
H 0.76 0.20 0.83
H -0.71 -1.74 -1.40
H 3.35 1.31 -0.13
H -0.37 0.89 -0.39
```

ΔE to the lowest compared entry with this formula, charge and spin: 618.0 kJ/mol
total charge: 0
frontier orbital gap (spin up / spin down): 0.250 / 0.256 Eh

[12]
Computed, not measured: an isolated ion of composition C8H19IN2O and charge +2, with ωB97M-V with the def2-TZVPD basis set.

The geometry in XYZ format:
```
31
C8H19IN2O ωB97M-V with the def2-TZVPD basis set
I 3.62 1.81 0.33
O 3.13 -2.54 -0.31
N -3.21 0.69 -0.41
N 1.60 -0.45 0.37
C -2.05 0.58 0.49
C -3.54 2.07 -0.89
C -4.34 0.03 0.22
C 2.89 -0.18 0.27
C 3.78 -1.25 -0.51
C 5.51 -1.75 -0.67
C 0.50 0.39 0.71
C -0.67 0.26 -0.26
H -0.52 0.89 -1.17
H -4.29 2.26 -1.64
H 3.75 -3.05 0.19
H -3.17 0.07 -1.25
H 5.18 -2.66 -1.19
H -4.07 -1.01 0.51
H 1.05 1.30 1.02
H 6.05 -1.88 0.28
H -3.74 2.60 0.06
H -2.01 1.57 1.09
H 3.55 -0.74 -1.53
H -5.14 -0.06 -0.52
H -2.26 -0.24 1.10
H -0.84 -0.80 -0.50
H -2.62 2.51 -1.22
H 0.24 -0.04 1.64
H 6.17 -1.03 -1.20
H 1.45 -1.46 0.28
H -4.83 0.69 1.08
```

2S+1: 3
expectation value of S²: 2.007
total charge: +2
frontier orbital gap (spin up / spin down): 0.240 / 0.205 Eh